## i
Molecular formula: C3H6FN2
Method: DFT, the ωB97M-V functional and the def2-TZVPD basis

Summary:
LUMO energy (spin up / spin down) = -5.89 / -5.88 eV
highest occupied orbital energy (spin up / spin down) = -14.23 / -14.23 eV
2S+1 = 1
orbital gap (spin up / spin down) = 8.34 / 8.35 eV
charge = +1

```
12
Properties=species:S:1:pos:R:3:mulliken_charge:R:1
C -2.4250 0.0965 0.6013 -0.37
C -1.7362 -0.5029 -0.3013 0.47
C 0.9027 -0.0555 -0.3568 0.13
N 1.4600 -0.5317 0.7935 -0.30
N 1.6345 0.7656 -1.0839 -0.29
F -1.6054 -1.2357 -1.3448 -0.06
H -3.5193 -0.0518 0.8041 0.30
H -1.8961 0.8394 1.1847 0.29
H 0.9925 -1.2942 1.2849 0.26
H 2.3666 -0.3016 1.0093 0.18
H 1.2458 1.4264 -1.6938 0.22
H 2.5800 0.8456 -0.8971 0.19
```

---

## ii
Molecular formula: C3H6FN2
Method: DFT, the ωB97M-V functional and the def2-TZVPD basis

Summary:
LUMO energy = -6.88 eV
highest occupied orbital energy = -16.08 eV
2S+1 = 1
orbital gap = 9.20 eV
charge = +1

```
12
Properties=species:S:1:pos:R:3:mulliken_charge:R:1
C -1.1544 0.0419 -0.0435 0.45
C 0.8783 -0.8030 -0.1326 -0.37
C 0.9749 0.7516 0.1531 -0.44
N -0.5104 -1.0779 0.0952 -0.11
N -0.5071 1.1428 -0.1515 -0.16
F -3.0920 -0.1331 -0.0552 -0.31
H 0.9824 -0.8906 -1.2545 0.30
H 1.5648 -1.3841 0.5314 0.33
H 0.9859 0.8074 1.1682 0.35
H 1.8128 1.3350 -0.3124 0.35
H -1.0757 -1.9156 -0.0002 0.27
H -0.8595 2.1256 0.0019 0.33
```

---

Least stable = i